one:
Molecular formula: C6H8N3OS
Method: DFT, ωB97M-V/def2-TZVPD

```
19
C6H8N3OS (ωB97M-V/def2-TZVPD)
S 1.17733 -1.78559 0.51537
O -0.69856 1.58279 1.73747
N 1.18116 0.08913 -1.30862
N 1.92635 0.77226 0.82337
N 1.84783 1.99440 -2.76362
C -2.96170 2.49931 2.03637
C 0.54923 -1.11252 -1.99076
C 0.91363 -2.31152 -1.13934
C 1.48217 -0.16286 0.04745
C 1.50819 1.15207 -2.06192
C -1.79380 1.89486 2.00198
H 1.84129 -2.82995 -1.63056
H -3.09960 3.31559 2.61192
H -0.51561 -0.90974 -2.01024
H 0.19555 -3.21404 -1.04591
H 0.90583 -1.17467 -2.98277
H -3.67474 1.86805 1.72026
H 2.07837 1.74440 0.55721
H 2.10320 0.57127 1.70428
```

Values from the calculation:
HOMO energy = -12.34 eV
Orbital gap = 8.1641 eV
Net charge = +1
LUMO energy = -4.17 eV

Löwdin atomic charge list, values in e, 5 entries:
1 S 1.114
2 O 0.118
3 N -0.031
4 N 0.234
5 N 0.225

two:
Molecular formula: C6H8N3OS
Method: DFT, ωB97M-V/def2-TZVPD

```
19
C6H8N3OS (ωB97M-V/def2-TZVPD)
S -2.31988 -2.30431 -1.22337
O 2.24755 1.11120 -0.63749
N -1.33833 -2.34144 1.19542
N -0.99929 -0.47527 -0.25995
N -1.23162 -1.81050 2.50118
C 1.56288 2.48514 -2.20838
C 1.01046 0.78442 -0.87987
C 2.60307 2.12183 -1.34912
C 0.33543 -0.26951 -0.19292
C -1.58849 -1.73424 0.09957
C 0.50837 1.61850 -1.96009
H -1.55436 -0.00655 -0.85765
H 3.65184 2.29193 -1.19000
H -1.91446 -3.16143 1.17438
H 1.48826 3.11384 -3.08504
H -0.73715 -0.92248 2.72281
H -0.39711 1.54397 -2.49260
H -0.81414 -2.59910 3.15024
H 0.80734 -0.81438 0.62323
```

Values from the calculation:
HOMO energy (alpha / beta) = -12.16 / -12.16 eV
Orbital gap (alpha / beta) = 6.6759 / 6.6769 eV
Net charge = +1
Structure (SMILES) = NNC(=S)/[NH+]=C/c1ccco1
LUMO energy (alpha / beta) = -5.49 / -5.49 eV

Löwdin atomic charge list, values in e, 5 entries:
1 S 0.790
2 O 0.099
3 N -0.050
4 N 0.053
5 N 0.045

Pick one: it beats the second-best structure by 0.0382 hartree.

one:
Molecular formula: C3H6N3
Method: DFT, ωB97M-V/def2-TZVPD

```
12
C3H6N3 (ωB97M-V/def2-TZVPD)
N -0.10880 -0.14136 0.18866
N -0.97160 0.91887 0.52986
N -1.45009 -0.78613 1.75645
C 0.76791 0.15627 -0.99083
C -1.72014 0.53107 1.54051
C -0.48138 -1.18229 0.98302
H 0.89420 -0.87298 -1.18036
H -2.47693 1.10474 2.01985
H 0.21606 0.81826 -1.65541
H -0.88535 1.88170 0.23933
H -0.04162 -3.30454 0.91270
H 1.81500 0.61834 -0.72125
```

Values from the calculation:
HOMO energy (alpha / beta) = -15.46 / -15.55 eV
Orbital gap (alpha / beta) = 8.7009 / 10.1418 eV
Net charge = +1
LUMO energy (alpha / beta) = -6.76 / -5.41 eV

Löwdin atomic charge list, values in e, 5 entries:
1 N -0.093
2 N 0.131
3 N 0.090
4 C 0.040
5 C -0.047

two:
Molecular formula: C3H6N3
Method: DFT, ωB97M-V/def2-TZVPD

```
12
C3H6N3 (ωB97M-V/def2-TZVPD)
N 1.92513 -0.73229 -0.81416
N 0.53162 0.10833 1.30777
N -1.36063 0.37515 -0.01292
C -0.77746 0.51276 1.28366
C -0.50280 -0.07783 -0.92004
C 0.76162 -0.31907 -0.40700
H -2.32150 0.62140 -0.21611
H 2.69252 -0.77890 -0.15628
H -1.37175 -0.03862 2.03133
H -0.85118 1.56519 1.61884
H 2.08591 -1.00841 -1.77364
H -0.81147 -0.22772 -1.94144
```

Values from the calculation:
HOMO energy (alpha / beta) = -14.44 / -13.38 eV
Orbital gap (alpha / beta) = 8.5207 / 7.9982 eV
Net charge = +1
Structure (SMILES) = NC1=NC[NH+]=C1
LUMO energy (alpha / beta) = -5.92 / -5.38 eV

Löwdin atomic charge list, values in e, 5 entries:
1 N 0.196
2 N 0.199
3 N 0.084
4 C -0.303
5 C -0.003

three:
Molecular formula: C3H6N3
Method: DFT, ωB97M-V/def2-TZVPD

```
12
C3H6N3 (ωB97M-V/def2-TZVPD)
N 1.68386 0.01212 -0.26531
N -0.45034 1.12476 0.24288
N -0.34130 -1.18485 -0.04205
C -1.63200 0.67650 -0.09255
C 0.36764 -0.00616 0.26157
C -1.58042 -0.82694 -0.12701
H 1.82809 0.15486 -1.22281
H 0.80373 0.27891 1.82859
H -2.45428 -1.33824 -0.27086
H 2.24849 0.62860 0.16975
H 1.96749 -0.90353 -0.27186
H -2.44096 1.38398 -0.21035
```

Values from the calculation:
HOMO energy = -15.56 eV
Orbital gap = 9.6714 eV
Net charge = +1
LUMO energy = -5.88 eV

Löwdin atomic charge list, values in e, 5 entries:
1 N 0.288
2 N 0.078
3 N 0.122
4 C -0.024
5 C -0.455

four:
Molecular formula: C3H6N3
Method: DFT, ωB97M-V/def2-TZVPD

```
12
C3H6N3 (ωB97M-V/def2-TZVPD)
N -2.61215 -0.16822 0.22094
N -3.32994 -1.01278 0.61685
N -0.34743 -0.15401 -0.09432
C 0.86181 0.50209 -0.00791
C -1.45598 0.41386 0.26918
C 2.05073 -0.25219 -0.60578
H -1.50725 1.54182 0.54161
H -0.25989 -1.10806 -0.59148
H 3.00026 0.36689 -0.65005
H 1.98222 -1.24282 -0.65682
H -2.98873 -1.41644 1.55184
H 0.93693 1.48093 0.30811
```

Values from the calculation:
HOMO energy = -13.23 eV
Orbital gap = 7.6117 eV
Net charge = +1
Structure (SMILES) = [H]/N=N\C=[NH+]\C=C
LUMO energy = -5.62 eV

Löwdin atomic charge list, values in e, 5 entries:
1 N 0.013
2 N 0.228
3 N 0.036
4 C -0.085
5 C -0.099

Pick two: it beats the second-best structure by 0.0446 hartree.

one:
Molecular formula: C7H12N
Method: DFT, ωB97M-V/def2-TZVPD

```
20
C7H12N (ωB97M-V/def2-TZVPD)
N -1.19433 0.95284 -1.29179
C 1.05981 0.33855 1.86015
C 0.11022 1.55505 -1.57141
C -0.06177 -0.39997 1.09675
C 0.29466 -1.17489 -0.09824
C -1.30614 -0.12368 1.37889
C 1.01477 -2.25508 -0.27915
C -0.05739 0.05393 -1.59518
H 1.21534 -2.55977 -1.26734
H -1.51796 0.72257 -0.13282
H 1.86632 -0.46319 2.02555
H 0.60038 1.95121 -0.74012
H 1.53251 1.00540 1.18666
H -0.06663 -0.46842 -2.62810
H 0.71077 0.88155 2.67273
H -2.14025 -0.81839 0.89115
H 1.11734 -2.74234 0.62281
H -2.03701 0.99489 -1.85986
H 0.33016 1.96086 -2.53035
H -1.47078 0.58887 2.25969
```

Values from the calculation:
HOMO energy = -14.23 eV
Orbital gap = 10.9231 eV
Net charge = +1
LUMO energy = -3.30 eV

Löwdin atomic charge list, values in e, 5 entries:
1 N 0.037
2 C 0.004
3 C -0.027
4 C -0.375
5 C -0.095

two:
Molecular formula: C7H12N
Method: DFT, ωB97M-V/def2-TZVPD

```
20
C7H12N (ωB97M-V/def2-TZVPD)
N 0.38403 -0.41895 1.10048
C -1.33310 0.74668 -0.48159
C 1.56619 0.02394 1.19445
C -1.02438 -1.82391 0.59659
C -1.07315 0.74306 -2.03004
C 2.48241 0.58261 0.20538
C -0.81045 -0.83326 1.72091
C -0.83419 -0.36101 0.32369
H -0.27296 -2.49079 0.43063
H -2.31511 0.77357 -0.35415
H -0.88901 1.66251 -0.27670
H -0.14514 0.03592 -2.32601
H 3.04298 -0.07125 -0.33497
H -0.99694 1.73168 -2.42126
H -1.94307 -2.18791 0.42586
H -1.93871 0.24077 -2.51429
H 2.23832 -0.11859 2.05736
H 1.84362 1.05646 -0.62122
H -1.18154 -0.65736 2.64710
H 3.20019 1.36582 0.65778
```

Values from the calculation:
HOMO energy = -14.73 eV
Orbital gap = 10.9091 eV
Net charge = +1
Structure (SMILES) = C/C=[N+]1/[C@@H]2C[C@@]21CC
LUMO energy = -3.82 eV

Löwdin atomic charge list, values in e, 5 entries:
1 N 0.074
2 C -0.132
3 C -0.032
4 C 0.081
5 C -0.056

Pick two: it beats the second-best structure by 0.0117 hartree.

one:
Molecular formula: C7H12N
Method: DFT, ωB97M-V/def2-TZVPD

```
20
C7H12N (ωB97M-V/def2-TZVPD)
N 2.57935 -0.17009 -0.54971
C -2.48523 0.08750 0.32379
C -2.41018 1.56467 -0.02733
C -0.26126 -0.96831 -0.46203
C -0.94106 -2.18067 -0.11634
C -1.51192 -0.75602 -0.02649
C 0.94189 -0.11966 -0.68525
C 2.92226 0.50902 0.70806
H -1.55278 1.89214 -0.49613
H -0.41407 -2.84074 0.61271
H -3.17110 -0.21296 1.09464
H -2.65079 2.21615 0.82691
H 3.16753 -1.04524 -0.69541
H -1.48583 -2.88512 -0.76862
H 0.79746 -0.04055 -1.75992
H 3.93236 0.46559 0.66284
H -3.23509 2.08987 -0.48634
H 0.74203 0.84799 -0.25005
H 2.45042 -0.00622 1.49971
H 2.58600 1.55264 0.59496
```

Values from the calculation:
HOMO energy = -12.86 eV
Orbital gap = 6.6446 eV
Net charge = +1
LUMO energy = -6.21 eV

Löwdin atomic charge list, values in e, 5 entries:
1 N -0.085
2 C 0.077
3 C -0.019
4 C -0.030
5 C 0.051

two:
Molecular formula: C7H12N
Method: DFT, ωB97M-V/def2-TZVPD

```
20
C7H12N (ωB97M-V/def2-TZVPD)
N -3.20234 0.04594 -0.10705
C 2.05845 0.58921 0.15700
C 1.46576 1.94100 -0.22583
C -0.22232 -0.44930 0.30898
C 1.70665 -1.87860 -0.32122
C -4.40223 -0.06322 0.29782
C -2.22685 0.30304 -0.75241
C 1.14635 -0.56577 0.04899
H -4.99417 -0.92538 0.01395
H 1.19707 1.94677 -1.27889
H 2.19652 2.72370 -0.04538
H 0.57576 2.17596 0.35059
H 2.96420 0.39600 -0.42780
H 1.13315 -2.70641 0.09149
H -4.84466 0.71297 0.90832
H -0.56214 0.41641 0.85652
H 1.65648 -1.96938 -1.41186
H 2.75354 -1.96590 -0.03697
H 2.40089 0.63034 1.20106
H -0.80012 -1.35739 0.37268
```

Values from the calculation:
HOMO energy (alpha / beta) = -13.98 / -12.83 eV
Orbital gap (alpha / beta) = 8.4765 / 5.6199 eV
Net charge = +1
LUMO energy (alpha / beta) = -5.51 / -7.21 eV

Löwdin atomic charge list, values in e, 5 entries:
1 N -0.059
2 C -0.196
3 C -0.073
4 C 0.061
5 C -0.014

Pick two: it beats the second-best structure by 0.0339 hartree.

one:
Molecular formula: C4H5BrO2
Method: DFT, ωB97M-V/def2-TZVPD

```
12
C4H5BrO2 (ωB97M-V/def2-TZVPD)
Br -2.07568 -0.51902 0.06243
O -1.21341 1.85775 -0.91315
O 2.55078 0.47312 0.14426
C 1.70840 -0.33757 -0.05679
C 0.99296 -1.51963 -0.48758
C -0.75479 0.94783 -0.02678
C -1.40154 2.19377 0.44290
H 0.97443 -1.48375 -1.52915
H -0.92369 3.07095 0.88707
H 1.45240 -2.46741 -0.40800
H -0.09696 -1.51078 -0.29956
H -2.45842 2.03533 0.89079
```

Values from the calculation:
HOMO energy (alpha / beta) = -7.65 / -7.65 eV
Orbital gap (alpha / beta) = 7.2445 / 7.2484 eV
LUMO energy (alpha / beta) = -0.41 / -0.40 eV

Löwdin atomic charge list, values in e, 5 entries:
1 Br 0.630
2 O -0.146
3 O 0.204
4 C -0.036
5 C -0.062

two:
Molecular formula: C4H5BrO2
Method: DFT, ωB97M-V/def2-TZVPD

```
12
C4H5BrO2 (ωB97M-V/def2-TZVPD)
Br -0.58668 -0.55431 2.30385
O -0.49225 -3.10240 -0.63914
O -2.38534 -1.81072 -0.81231
C 0.16804 0.53197 -0.30936
C -1.45496 -2.48051 -0.75407
C -0.61523 -0.39334 0.45735
C 1.18679 1.46335 0.28942
H -0.61654 1.10208 -0.75912
H 1.02318 2.44154 -0.12239
H 0.61217 0.06859 -1.08669
H 2.13743 1.26863 -0.01006
H 1.02339 1.46511 1.44253
```

Values from the calculation:
HOMO energy (alpha / beta) = -8.17 / -8.17 eV
Orbital gap (alpha / beta) = 7.7792 / 7.7804 eV
LUMO energy (alpha / beta) = -0.39 / -0.39 eV

Löwdin atomic charge list, values in e, 5 entries:
1 Br 0.749
2 O 0.189
3 O 0.166
4 C -0.371
5 C -0.519

Pick two: it beats the second-best structure by 0.0830 hartree.

one:
Molecular formula: C3H11NSi
Method: DFT, ωB97M-V/def2-TZVPD

```
16
C3H11NSi (ωB97M-V/def2-TZVPD)
Si 0.58938 0.11188 0.32320
N -0.93539 0.67458 -0.19828
C 0.56661 -1.74094 -0.13403
C 1.81458 1.23360 -0.49603
C -2.40562 0.20960 0.41628
H -3.38305 0.61779 -0.11096
H 1.04588 -2.41846 0.65157
H 1.45555 1.61085 -1.45086
H -0.83973 1.67597 -0.30380
H -2.50237 -0.91075 0.28684
H 1.17039 -1.89733 -0.94023
H -2.50018 0.52145 1.45454
H 1.88006 1.97738 0.21417
H 2.80104 0.74568 -0.56026
H 1.09446 0.22718 1.63733
H -0.51405 -1.92233 -0.41457
```

Values from the calculation:
HOMO energy = -9.36 eV
Orbital gap = 10.3566 eV
Structure (SMILES) = CN[SiH](C)C
LUMO energy = 0.99 eV

Löwdin atomic charge list, values in e, 5 entries:
1 Si 0.418
2 N -0.179
3 C -0.202
4 C -0.215
5 C -0.091

two:
Molecular formula: C3H11NSi
Method: DFT, ωB97M-V/def2-TZVPD

```
16
C3H11NSi (ωB97M-V/def2-TZVPD)
Si -1.70690 0.77357 1.07991
N -0.10882 -0.77907 -1.19967
C 0.60777 -1.70582 -0.50107
C -0.29396 1.32509 2.20778
C 0.52161 0.18167 -2.12307
H -0.20746 0.56642 -2.84906
H 0.72007 1.30913 1.70260
H 1.59955 -1.35190 0.02634
H -2.03888 -0.62369 1.29603
H -0.35346 2.24650 2.66173
H -2.14019 1.38591 -0.24199
H 0.72791 1.06205 -1.42919
H 0.06410 -2.40084 0.18781
H -0.07182 0.56234 3.01170
H 1.50710 -0.16503 -2.68315
H 1.17338 -2.38633 -1.14671
```

Values from the calculation:
HOMO energy (alpha / beta) = -8.95 / -6.42 eV
Orbital gap (alpha / beta) = 9.2745 / 6.2335 eV
LUMO energy (alpha / beta) = 0.32 / -0.19 eV

Löwdin atomic charge list, values in e, 5 entries:
1 Si 0.631
2 N -0.129
3 C -0.260
4 C -0.361
5 C -0.161

Pick one: it beats the second-best structure by 0.1623 hartree.